[1]
Below is a cluster of 2 separate species, C5H10ClN in total, with properties calculated with ωB97M-V with the def2-TZVPD basis set.

```
17
Properties=species:S:1:pos:R:3:forces:R:3
C -1.462 -0.828 -0.217 -0.348 -0.002 -0.265
C 0.754 0.413 0.347 -1.308 -0.927 0.834
C -0.863 -2.210 -0.574 -1.002 0.418 0.706
C 0.636 1.427 1.473 1.067 -1.656 -0.349
C 1.378 0.923 -0.899 1.160 0.390 0.260
N -2.732 -0.694 -0.378 3.287 -1.794 0.128
Cl -3.540 0.725 -0.140 -0.409 1.515 0.327
H 1.039 -0.588 0.638 -0.021 -0.105 0.022
H -0.430 -2.151 -1.557 -0.144 0.052 -0.677
H -1.743 -2.881 -0.542 0.729 -0.054 -0.273
H -0.035 -2.615 0.032 -0.587 0.566 0.327
H 0.498 1.158 2.507 -0.963 -1.006 0.068
H -0.011 2.182 1.189 -1.301 1.654 -0.369
H 1.612 1.830 1.596 1.238 0.919 -0.427
H 2.469 1.088 -0.668 -0.578 -0.438 -0.090
H 1.070 1.965 -1.018 -0.417 -0.252 -0.831
H 1.360 0.257 -1.790 -0.403 0.720 0.610
```
Forces are in eV/Å.

Computed properties:
Maximum force   3.75 eV Å⁻¹
HOMO level (alpha / beta)   -7.87 / -8.15 eV
ΔE to the lowest compared entry with this formula, charge and spin   117.8 kcal/mol
Gap between HOMO and LUMO (alpha / beta)   7.6 / 8.6 eV
Electronic energy   -711.26773 hartree

=====

[2]
Below is a cluster of 2 separate species, C5H10ClN2 in total, with properties calculated with ωB97M-V with the def2-TZVPD basis set.

```
18
Properties=species:S:1:pos:R:3:forces:R:3
C -1.102 -0.777 0.916 -0.796 0.154 -0.113
C 0.815 1.900 0.722 1.124 -1.327 1.230
C 1.519 1.579 -0.501 -3.248 -0.237 -2.189
C 0.568 0.595 0.175 3.000 0.427 -0.262
C -0.336 -0.789 -1.505 -0.487 -0.499 0.217
N -0.382 -0.282 -0.114 -0.960 -1.604 -0.539
N -1.928 -1.811 0.931 0.517 1.249 -0.542
Cl 2.258 -1.165 1.115 -1.616 1.680 -0.728
H -0.985 -0.206 1.818 -0.114 0.153 0.363
H 1.381 1.803 1.568 1.427 0.272 2.403
H 0.180 2.690 0.729 -2.403 1.896 -0.018
H 1.237 2.156 -1.402 -0.107 -0.703 0.421
H 2.452 1.203 -0.511 3.224 -0.794 0.203
H -0.108 0.028 -2.165 -0.314 0.612 -0.036
H 0.489 -1.478 -1.695 -0.295 -0.458 0.598
H -1.338 -1.159 -1.707 0.197 -0.344 -0.440
H -2.776 -1.900 1.500 0.962 0.261 0.404
H -1.944 -2.385 0.125 -0.111 -0.739 -0.971
```
Forces are in eV/Å.

Computed properties:
Maximum force   3.92 eV Å⁻¹
Net charge   +1
HOMO level (alpha / beta)   -13.26 / -13.26 eV
ΔE to the lowest compared entry with this formula, charge and spin   101.7 kcal/mol
Gap between HOMO and LUMO (alpha / beta)   7.4 / 7.4 eV
Electronic energy   -765.83570 hartree

=====

[3]
Below is a structure of composition C5H10ClN2O2Pb, with properties calculated with ωB97M-V with the def2-TZVPD basis set.

```
21
Properties=species:S:1:pos:R:3:forces:R:3
C 2.757 -0.189 0.213 -1.035 0.635 -0.467
C 1.640 0.521 -0.638 0.996 -0.145 1.738
Cl 2.409 2.009 -1.312 -0.482 -0.519 -0.341
C 0.510 0.947 0.350 -0.590 -0.023 -0.351
C -0.891 0.392 -0.037 0.434 0.756 0.925
N -0.925 -1.038 0.121 2.121 -0.233 0.502
N -1.821 -1.542 -0.794 -0.886 -1.401 -1.464
C -1.974 0.963 0.907 0.362 1.192 -0.169
O -2.238 2.130 0.877 0.057 0.143 -0.057
O -2.597 0.100 1.716 -0.121 0.048 -0.093
H 3.698 -0.225 -0.345 -0.267 -0.272 0.246
H 2.369 -1.185 0.487 0.466 0.203 0.011
H 2.865 0.425 1.120 0.312 -0.406 -0.287
H 1.303 -0.185 -1.411 0.056 0.691 -0.191
H 0.451 2.043 0.396 -0.107 -0.380 -0.082
H 0.743 0.611 1.375 -0.103 0.000 -0.415
H -1.158 0.693 -1.071 0.264 0.013 0.328
H -0.007 -1.459 -0.009 -0.018 0.118 -0.029
H -1.600 -1.274 -1.763 -0.222 -0.196 0.051
H -1.827 -2.565 -0.713 0.190 0.158 -0.455
Pb -3.708 -1.169 0.531 -1.430 -0.380 0.601
```
Forces are in eV/Å.

Computed properties:
Maximum force   2.21 eV Å⁻¹
Net charge   +1
HOMO level   -13.43 eV
Gap between HOMO and LUMO   7.5 eV
Electronic energy   -1109.26235 hartree

=====

[4]
Below is the molecule C5H10ClO3P, with properties calculated with ωB97M-V with the def2-TZVPD basis set.

```
20
Properties=species:S:1:pos:R:3:forces:R:3
C -1.823 -1.991 -1.533 0.409 -1.771 0.415
C -1.142 -0.890 -1.754 2.591 -1.479 5.060
P 0.411 -0.547 -0.267 -1.020 0.417 -1.650
O 0.971 -1.769 0.322 -0.735 -0.569 0.302
O 1.648 0.190 -0.990 -0.337 0.498 -0.018
C 1.593 1.569 -1.374 3.498 0.575 0.096
C -0.384 0.551 1.086 0.370 -1.885 -0.535
O -1.603 -0.138 1.198 -0.928 2.612 -0.183
C 0.457 0.602 2.351 3.748 0.238 -0.271
Cl -0.391 0.469 3.885 -0.466 0.496 0.161
H -2.450 -2.550 -2.220 -0.315 0.772 -0.522
H -1.642 -2.688 -0.679 0.046 1.192 -0.226
H -1.025 -0.299 -2.563 -0.172 1.817 -2.600
H 1.953 1.625 -2.457 -1.228 0.163 1.358
H 2.430 2.192 -0.783 -1.795 -1.502 -1.018
H 0.651 1.973 -1.081 -0.757 0.663 -0.574
H -0.657 1.477 0.713 -0.273 2.063 -0.600
H -1.373 -0.991 1.422 0.320 -3.297 1.042
H 1.247 1.525 2.344 -2.241 -1.990 0.058
H 1.131 -0.308 2.382 -0.716 0.986 -0.295
```
Forces are in eV/Å.

Computed properties:
Maximum force   5.87 eV Å⁻¹
HOMO level   -9.76 eV
ΔE to the lowest compared entry with this formula, charge and spin   22.9 kcal/mol
SMILES   C=C[P@@](=O)(OC)[C@@H](O)CCl
Gap between HOMO and LUMO   10.4 eV
Electronic energy   -1223.71014 hartree

=====

[5]
Below is a structure of composition C5H10CsO5, with properties calculated with ωB97M-V with the def2-TZVPD basis set.

```
21
Properties=species:S:1:pos:R:3:forces:R:3
C 0.753 0.250 -1.163 -1.104 1.896 3.044
C -0.124 -0.784 -1.830 -0.435 -0.562 0.280
O -1.484 -0.399 -1.670 1.166 0.950 0.967
C -2.430 -1.179 -2.215 -2.252 -1.214 -2.419
O -2.110 -2.212 -2.853 0.852 -0.134 0.480
O -3.607 -0.743 -2.168 0.103 0.388 0.741
O 2.081 -0.103 -1.402 1.128 0.329 -0.008
Cs -6.376 -3.261 -4.619 0.591 0.326 0.382
H 0.537 0.482 0.096 0.447 -1.341 -3.216
H 0.515 1.262 -1.532 0.067 -0.318 -0.384
H 0.042 -1.774 -1.380 0.018 0.219 -0.186
H 0.119 -0.855 -2.900 0.059 0.049 0.281
H 2.668 0.666 -1.275 -0.609 -0.618 -0.024
C 0.408 1.174 2.246 -0.893 0.521 0.990
C 1.509 1.265 3.242 0.307 -0.116 -0.137
O 1.826 -0.038 3.719 -0.062 -0.127 -0.056
H -0.006 2.129 1.913 0.390 -0.176 -0.268
H -0.391 0.461 2.467 0.456 -0.138 -0.254
H 1.210 1.904 4.095 -0.077 -0.017 -0.214
H 2.399 1.738 2.791 -0.144 -0.041 0.068
H 2.460 0.019 4.439 -0.010 0.122 -0.066
```
Forces are in eV/Å.

Computed properties:
Maximum force   3.75 eV Å⁻¹
HOMO level (alpha / beta)   -6.45 / -6.45 eV
ΔE to the lowest compared entry with this formula, charge and spin   22.6 kcal/mol
Gap between HOMO and LUMO (alpha / beta)   5.0 / 5.0 eV
Electronic energy   -592.70930 hartree
Multiplicity   2

=====

[6]
Below is a structure of composition C5H10CuOP, with properties calculated with ωB97M-V with the def2-TZVPD basis set.

```
18
Properties=species:S:1:pos:R:3:forces:R:3
C 1.213 1.276 -1.307 -1.328 0.201 0.034
C 1.233 2.505 -0.596 -0.714 0.001 -0.103
C -0.079 3.075 -0.614 0.447 -0.492 -0.693
C -0.909 2.241 -1.423 0.679 -0.822 0.823
C -0.143 1.083 -1.776 0.885 0.772 0.191
Cu -0.248 -1.950 1.144 -0.891 -0.842 0.496
P 1.730 -2.562 1.072 0.885 0.195 -0.339
H 2.058 0.593 -1.453 -0.361 0.278 0.025
H 2.108 2.978 -0.157 -0.108 -0.151 0.066
H -0.383 4.004 -0.131 0.133 -0.142 -0.209
H -0.496 0.212 -2.324 0.027 0.210 -0.017
H -1.963 2.400 -1.657 0.245 -0.024 0.093
H 2.350 -2.461 2.356 0.166 -0.335 -0.707
H 2.554 -1.737 0.227 0.424 -0.462 0.348
H 2.028 -3.872 0.572 0.118 0.631 0.495
O -1.654 -0.823 0.582 -1.375 0.838 -0.271
H -2.557 -1.118 0.348 0.744 0.291 0.303
H -1.634 0.146 0.697 0.023 -0.146 -0.536
```
Forces are in eV/Å.

Computed properties:
Maximum force   1.63 eV Å⁻¹
Net charge   -1
HOMO level (alpha / beta)   -1.01 / -2.76 eV
ΔE to the lowest compared entry with this formula, charge and spin   1.8 kcal/mol
Gap between HOMO and LUMO (alpha / beta)   4.4 / 6.0 eV
Electronic energy   -2253.46724 hartree
Multiplicity   2